[1]
A structure of composition C40H39N6S3Tl at a distorted geometry, computed with wB97M-V/def2-TZVPD.

```
89
Properties=species:S:1:pos:R:3:mulliken_charge:R:1
Tl -0.01415 0.12132 0.14962 1.47
C -3.22329 2.16819 3.92954 -1.62
C -3.80284 0.95228 3.20121 1.33
C -5.33634 0.99784 3.27275 -1.58
C -3.37754 0.84653 1.75301 0.74
C -3.28476 1.97498 0.93827 -0.60
C -3.03978 1.86578 -0.41898 -0.45
C -2.84043 0.62008 -1.02656 0.60
C -2.82925 0.48245 -2.52118 -1.46
C -2.87162 -0.51970 -0.19850 -0.96
C -3.16125 -0.40050 1.16348 -0.06
H -3.39456 2.07053 5.00221 0.45
H -3.71547 3.08689 3.60783 0.41
H -2.15701 2.27220 3.75890 0.33
H -3.47470 0.03941 3.70146 -0.69
H -5.71737 1.86994 2.73997 0.39
H -5.65645 1.06576 4.31274 0.44
H -5.77592 0.09938 2.83837 0.40
H -3.46443 2.95423 1.36320 0.45
H -3.10688 2.75341 -1.03763 0.53
H -2.21646 -0.35486 -2.85578 0.26
H -2.49959 1.39686 -3.01382 0.26
H -3.85209 0.28658 -2.85180 0.43
H -2.79344 -1.50167 -0.65283 0.37
H -3.28729 -1.30063 1.75349 0.43
C -2.78090 -2.66936 4.81788 -0.93
C -1.33549 -2.35872 5.19275 -0.43
N -0.83038 -1.11802 4.60636 0.00
C -0.40329 -1.01119 3.34853 0.11
S 0.30355 0.48705 2.84306 -0.32
N -0.52535 -2.06952 2.58357 -1.09
N -0.12976 -2.09769 1.33939 0.96
C -0.01232 -3.18856 0.67552 0.50
C -0.28990 -4.52384 1.29223 -1.85
C 0.45218 -3.09212 -0.71786 0.61
C 0.87169 -4.22189 -1.41313 -0.89
C 1.36116 -4.08353 -2.70247 -0.65
C 1.39793 -2.82388 -3.27832 -1.04
C 0.94463 -1.75068 -2.53046 -0.17
N 0.49105 -1.88419 -1.28772 0.27
H -3.10894 -3.55167 5.36640 0.41
H -2.87826 -2.87413 3.75247 0.17
H -3.43991 -1.84196 5.08216 0.25
H -0.68784 -3.17034 4.85968 0.22
H -1.24251 -2.26450 6.27282 0.46
H -0.77529 -0.29583 5.18488 0.27
H -0.79078 -4.37490 2.24448 0.34
H 0.63030 -5.08343 1.47040 0.35
H -0.93165 -5.11878 0.64174 0.44
H 0.82478 -5.19691 -0.95191 0.53
H 1.70055 -4.95047 -3.25252 0.46
H 1.76060 -2.67395 -4.28472 0.50
H 0.93019 -0.74610 -2.93893 0.56
S -2.39554 4.89139 -2.89426 -0.05
C -2.95184 5.81673 -4.21685 -0.45
C -2.07285 5.80388 -5.25499 -0.58
C -0.91926 5.03766 -4.97971 -0.54
C -0.93155 4.47288 -3.73037 0.37
C 0.07910 3.61992 -3.12900 0.33
C -0.24974 2.74734 -2.07231 0.06
N 0.60790 1.91760 -1.52396 -0.14
C 1.89153 1.89053 -1.92830 -0.48
C 2.32675 2.73449 -2.97070 0.99
C 3.69938 2.69870 -3.38202 -1.15
C 4.58229 1.86622 -2.79174 -1.13
C 4.16717 0.98501 -1.74167 0.67
C 5.05007 0.08919 -1.12657 -0.66
C 4.61177 -0.76498 -0.12550 0.41
C 3.25265 -0.64966 0.23599 -0.36
N 2.41678 0.19073 -0.32771 -0.07
C 2.82851 1.00151 -1.31098 0.03
C 5.47872 -1.72422 0.53614 0.48
C 6.83457 -1.88567 0.41323 -0.53
C 7.35185 -2.91715 1.22640 -0.61
C 6.38857 -3.53924 1.95826 -0.40
S 4.84139 -2.87661 1.67424 -0.08
C 1.39343 3.58967 -3.56701 -0.62
H -3.90317 6.31973 -4.15569 0.45
H -2.24121 6.32700 -6.18381 0.43
H -0.12499 4.88150 -5.69542 0.39
H -1.25742 2.73851 -1.68305 -0.11
H 4.00780 3.35361 -4.18639 0.47
H 5.61910 1.84886 -3.10085 0.49
H 6.08265 0.07802 -1.45049 0.44
H 2.84443 -1.27408 1.02454 0.28
H 7.45922 -1.28367 -0.23075 0.38
H 8.39639 -3.18532 1.26716 0.42
H 6.50590 -4.34853 2.66028 0.45
H 1.71652 4.25027 -4.36136 0.51
```

Calculated values
Net charge: +2
Gap between HOMO and LUMO, Eh: 0.1910
Calculated total energy, Eh: -3242.7793
Maximum force, eV Å⁻¹: 1.9
Relative energy (zero: lowest compared OMol25 entry of this formula, charge and spin), kcal/mol: 11.0

***

[2]
The molecule C5H11N, computed with wB97M-V/def2-TZVPD.

```
17
Properties=species:S:1:pos:R:3:mulliken_charge:R:1
C -0.75153 -0.08371 0.35427 0.34
C -1.81016 -1.09782 -0.07225 -1.45
C -1.09365 1.31657 -0.16984 -1.28
N 0.54433 -0.53402 -0.10432 -0.28
C 1.70003 -0.05634 0.46655 0.16
C 2.88644 -0.00601 -0.12917 -0.90
H 0.60221 -0.66662 -1.10541 0.25
H -0.70816 -0.05062 1.44971 0.26
H 1.58760 0.23138 1.50411 0.26
H -2.78157 -0.82222 0.32909 0.38
H -1.88217 -1.13507 -1.15736 0.35
H -1.54793 -2.08794 0.29124 0.37
H -2.04623 1.65218 0.23189 0.38
H -0.32177 2.02562 0.12233 0.33
H -1.15933 1.30654 -1.25639 0.33
H 3.76582 0.29960 0.40479 0.26
H 3.01608 -0.29152 -1.15925 0.24
```

Calculated values
Net charge: 0
Gap between HOMO and LUMO, Eh: 0.3317
Calculated total energy, Eh: -251.8420
Maximum force, eV Å⁻¹: 0.4
Relative energy (zero: lowest compared OMol25 entry of this formula, charge and spin), kcal/mol: 12.9
SMILES string: C=CNC(C)C

***

[3]
A structure of composition C37H35N5OPPtS at a distorted geometry, computed with wB97M-V/def2-TZVPD.

```
81
Properties=species:S:1:pos:R:3:lowdin_spin:R:1
Pt -0.23906 0.14468 0.82409 0.41
N -4.48730 -0.85593 0.12980 0.05
C -3.14822 -0.72678 0.30726 0.08
S -2.51995 0.70500 1.05372 0.08
N -2.40632 -1.79708 -0.00980 0.00
N -1.10874 -1.57053 0.21772 0.26
C -0.24971 -2.64057 0.09141 0.15
C -0.74915 -3.97757 -0.24083 0.01
C -1.66734 -4.28635 -1.27341 0.02
C -2.21812 -5.53577 -1.43744 0.00
C -1.68562 -6.65823 -0.71329 0.02
C -0.77230 -6.37703 0.30418 0.00
C -0.35039 -5.08544 0.53225 0.02
C 1.09890 -2.35215 0.47744 0.11
C 2.13820 -3.31203 0.63813 0.03
C 3.46328 -2.89931 0.82846 0.06
C 3.70229 -1.51565 0.97094 0.07
C 2.66668 -0.61111 0.95261 0.03
N 1.35052 -1.04517 0.73336 0.15
H -5.19593 -0.13514 0.19507 0.00
H -4.72744 -1.70264 -0.39984 0.00
H -2.01829 -3.47347 -1.95364 0.00
H -2.98153 -5.66851 -2.20016 0.00
H -2.00067 -7.71221 -0.95323 0.00
H -0.32702 -7.11726 0.88649 0.00
H 0.20411 -4.89818 1.44206 0.00
H 1.96331 -4.32280 0.37742 0.00
H 4.26162 -3.65828 0.87143 0.00
H 4.69550 -1.17324 1.21214 0.00
H 2.75795 0.49014 1.07590 0.00
C -1.56240 2.16063 4.21957 0.00
C -0.42988 1.18219 4.37126 0.00
C -0.96149 -0.22737 4.28117 0.01
C 0.82057 1.47302 3.52661 0.01
C 1.41881 2.83772 3.85681 0.00
O 1.93270 3.42179 2.64502 0.00
C 1.38873 2.61723 1.61000 0.00
N 0.73035 1.58837 2.03926 0.02
C 1.86771 2.97378 0.28097 0.00
C 3.02078 3.76159 0.24443 0.00
C 3.38241 4.44610 -0.87391 0.00
C 2.73860 4.19402 -2.08085 0.00
C 1.73733 3.20579 -2.11265 0.01
C 1.31180 2.59271 -0.96875 0.02
P 0.04449 1.27826 -1.24838 0.20
C 0.66552 -0.07482 -2.33934 0.01
C 2.00262 -0.37718 -2.48129 0.01
C 2.41790 -1.33495 -3.40826 0.00
C 1.49689 -2.10503 -4.15560 0.02
C 0.12905 -1.84543 -3.94868 0.00
C -0.24518 -0.90189 -3.02532 0.01
C -1.27244 2.18945 -1.92237 0.02
C -1.52832 3.39022 -1.13544 0.02
C -2.49706 4.28299 -1.50154 0.00
C -3.33793 3.95365 -2.58838 0.03
C -3.17220 2.76059 -3.29828 0.00
C -2.06618 1.96182 -3.06794 0.03
H -1.32922 3.25836 4.21301 0.00
H -2.40011 2.02146 4.86048 0.00
H -1.99961 1.93669 3.23799 0.00
H 0.05626 1.27922 5.38443 0.00
H -1.68240 -0.30128 3.48133 0.01
H -1.45434 -0.43217 5.24809 0.00
H -0.21969 -0.98135 4.15544 0.00
H 1.58254 0.69948 3.83651 0.00
H 2.26882 2.68639 4.56164 0.00
H 0.77464 3.61053 4.29906 0.00
H 3.54786 3.99354 1.15984 0.00
H 4.14925 5.22833 -0.77969 0.00
H 3.14100 4.71670 -2.93986 0.00
H 1.27687 2.94043 -3.07695 0.00
H 2.69435 0.23590 -1.89535 0.00
H 3.47795 -1.59610 -3.40037 0.00
H 1.82032 -2.88053 -4.79898 0.00
H -0.62679 -2.44546 -4.41476 0.00
H -1.35423 -0.74702 -2.95542 0.00
H -0.81449 3.69924 -0.31927 0.00
H -2.57224 5.23301 -1.05536 0.00
H -4.17040 4.57839 -2.84676 0.00
H -3.91384 2.44094 -4.06908 0.00
H -1.73489 1.18866 -3.74433 0.00
```

Calculated values
Net charge: +1
<S²>: 2.03
2S+1: 3
Gap between HOMO and LUMO (alpha / beta), Eh: 0.1684 / 0.2054
Calculated total energy, Eh: -2638.5554
Maximum force, eV Å⁻¹: 3.7
Relative energy (zero: lowest compared OMol25 entry of this formula, charge and spin), kcal/mol: 0.0

***

Question: Among the records above, which one has the lowest relative energy (zero: lowest compared OMol25 entry of this formula, charge and spin)?
Answer: C37H35N5OPPtS